Record 1
# C24H67N6O12

8 unconnected molecules or ions with the total composition C24H67N6O12 in a non-equilibrium geometry (wB97M-V/def2-TZVPD, the OMol25 dataset).

Summary:
Charge: -1
E_tot in eV: -59480.743
2S+1: 1
Orbital gap in eV: 8.8
LUMO level in eV: 2.566
E_HOMO in eV: -6.270

```
109
Properties=species:S:1:pos:R:3:lowdin_charge:R:1
N 0.25826 -0.91968 0.12557 -0.55
O -0.53272 -1.46071 0.92732 -0.04
O 1.48428 -1.12934 0.27259 -0.07
O -0.17123 -0.21074 -0.78230 -0.02
C 2.98510 -4.38532 0.12965 -0.23
C 1.82953 -4.47215 1.10708 -0.25
O 1.97061 -5.50845 2.07128 -0.07
O 2.56898 -3.52398 -0.93938 -0.10
H 3.18170 -5.33878 -0.36766 0.12
H 3.93824 -4.03371 0.53850 0.11
H 0.94149 -4.61343 0.48762 0.12
H 1.74090 -3.51110 1.61984 0.09
H 1.91980 -5.08847 2.93289 0.08
H 2.54312 -2.63015 -0.57502 0.03
C -3.37044 -2.97821 2.28571 -0.22
C -4.17289 -2.57683 1.05011 -0.25
O -3.41046 -2.64834 -0.14473 -0.08
O -2.71349 -1.84858 2.85851 -0.09
H -2.62069 -3.72959 2.03926 0.13
H -4.11199 -3.34950 2.99927 0.11
H -4.64037 -1.59935 1.21424 0.09
H -4.95630 -3.31849 0.86791 0.11
H -2.55545 -2.20755 -0.05448 0.04
H -1.97515 -1.64526 2.27264 0.03
C -2.91921 0.93675 0.79359 -0.05
C -4.01785 1.96051 0.41352 -0.41
C -5.30189 1.57646 1.13600 -0.20
O -5.17812 1.93618 2.51336 -0.21
C -6.19094 1.38715 3.30649 -0.12
N -3.64832 3.33954 0.74904 0.05
H -1.93144 1.23337 0.47361 0.05
H -3.20415 0.02521 0.25650 0.07
H -2.96396 0.71020 1.85873 0.08
H -4.25752 1.78990 -0.64326 0.13
H -5.40318 0.48721 1.11536 0.11
H -6.14640 2.13291 0.71211 0.13
H -5.93811 1.53134 4.35726 0.09
H -6.21664 0.29344 3.18620 0.09
H -7.16469 1.83237 3.07796 0.09
H -4.02556 3.51350 1.67165 0.06
H -2.65106 3.49351 0.77008 0.05
C 0.82109 3.47627 0.71084 -0.06
C 0.87914 3.76751 -0.77502 -0.43
C 1.63487 5.05632 -1.07443 -0.21
O 1.25348 6.13660 -0.24822 -0.19
C 0.16047 6.85011 -0.74735 -0.13
N 1.49509 2.67417 -1.52711 0.06
H 0.06754 2.73458 0.96215 0.06
H 0.55074 4.35752 1.30706 0.08
H 1.78284 3.15214 1.11841 0.08
H -0.14199 3.87484 -1.15042 0.14
H 1.42361 5.31009 -2.12396 0.12
H 2.71910 4.92874 -1.02543 0.13
H 0.02258 7.77844 -0.18354 0.08
H -0.79501 6.31852 -0.72884 0.09
H 0.37689 7.22995 -1.75934 0.09
H 0.92851 1.84719 -1.30808 0.06
H 2.36614 2.34809 -1.09885 0.06
C 0.82095 -2.04464 -4.23071 -0.07
C -0.64522 -2.28253 -3.86794 -0.43
C -1.31983 -3.27301 -4.80605 -0.22
O -2.60700 -3.65653 -4.40314 -0.18
C -3.56475 -2.65947 -4.60746 -0.13
N -0.72931 -2.71469 -2.46766 0.07
H 0.88970 -1.40764 -5.13410 0.07
H 1.34129 -2.94789 -4.56351 0.08
H 1.37555 -1.48243 -3.48538 0.06
H -1.11781 -1.29545 -3.89762 0.13
H -0.67422 -4.15498 -4.77636 0.13
H -1.35559 -2.85264 -5.82142 0.12
H -3.59771 -2.35004 -5.66447 0.08
H -3.34702 -1.75632 -4.02254 0.08
H -4.53897 -3.02418 -4.29401 0.09
H -0.93065 -1.91579 -1.87830 0.03
H 0.17783 -3.03620 -2.14256 0.06
C 4.06352 1.39318 -4.91653 -0.08
C 4.04945 1.88189 -3.49705 -0.43
C 4.14439 0.69213 -2.56265 -0.22
O 4.37497 1.15603 -1.23556 -0.23
C 4.35438 0.09779 -0.28807 -0.09
N 5.25242 2.74416 -3.26104 0.04
H 5.00921 0.91402 -5.17542 0.08
H 3.82033 2.15148 -5.65613 0.07
H 3.33833 0.56911 -4.99656 0.07
H 3.13991 2.38380 -3.17237 0.10
H 5.01279 0.07623 -2.84204 0.14
H 3.20248 0.13611 -2.54435 0.12
H 3.48947 0.26134 0.34688 0.07
H 5.29140 0.19659 0.27624 0.09
H 4.38364 -0.91776 -0.68890 0.08
H 4.95321 3.61965 -2.82754 0.06
H 5.71207 2.38081 -2.42260 0.06
C 2.32172 0.90149 3.85377 -0.07
C 2.00964 -0.55059 4.25529 -0.43
C 0.54567 -0.61173 4.63465 -0.21
O 0.33547 -1.69870 5.51615 -0.19
C -0.96657 -1.69976 6.06111 -0.12
N 2.28186 -1.49682 3.19293 0.06
H 1.79982 1.20688 2.93730 0.07
H 3.38104 1.06026 3.62167 0.07
H 2.05064 1.64592 4.60832 0.07
H 2.65171 -0.76351 5.11188 0.14
H -0.06141 -0.73666 3.72735 0.12
H 0.23274 0.30169 5.15890 0.12
H -1.08816 -0.83808 6.73818 0.08
H -1.15296 -2.65847 6.52827 0.08
H -1.69975 -1.50540 5.26327 0.07
H 3.26636 -1.51560 2.94934 0.07
H 1.80607 -1.21603 2.33608 0.03
```

Record 2
# C24H67N7O9

7 unconnected molecules or ions with the total composition C24H67N7O9 in a non-equilibrium geometry (wB97M-V/def2-TZVPD, the OMol25 dataset).

Summary:
E_tot in eV: -54812.906
2S+1: 1
Orbital gap in eV: 8.8
LUMO level in eV: 0.268
E_HOMO in eV: -8.511

```
107
Properties=species:S:1:pos:R:3:lowdin_charge:R:1
C 1.16036 3.17153 -4.64830 -0.01
C 1.84236 2.85753 -3.32230 -0.25
C 2.06736 4.07553 -2.43130 -0.23
O 2.92836 4.88853 -3.15830 -0.20
C 3.20036 6.20053 -2.52830 -0.05
N 0.86036 1.85053 -2.74730 0.21
H -0.02964 2.34153 -2.55930 0.18
H 0.94036 1.04353 -3.21830 0.03
H 1.11636 1.50453 -1.79630 0.09
H 0.93336 2.36953 -5.20930 0.05
H 1.72836 3.73053 -5.23130 0.06
H 0.36036 3.63653 -4.59130 0.02
H 2.84236 2.25453 -3.45930 0.19
H 2.47736 3.79553 -1.47030 0.12
H 1.02636 4.56553 -2.30130 0.15
H 3.77636 5.96853 -1.51330 0.13
H 2.27336 6.78153 -2.44630 0.08
H 3.90836 6.79453 -3.11030 0.07
N 0.72136 0.54253 0.22370 -0.56
O 1.23536 1.65753 -0.02530 -0.06
O 0.56536 -0.35747 -0.66130 -0.08
O 0.47336 0.14353 1.35970 -0.01
C 2.88236 -1.40147 4.82970 -0.08
C 2.00936 -2.15647 3.91270 -0.46
C 1.84636 -3.56447 4.51470 -0.28
O 3.01236 -4.24047 4.34370 -0.18
C 3.18936 -5.50447 5.22170 -0.01
N 0.66436 -1.51547 3.90770 0.02
H 2.76236 -0.32647 4.41770 0.11
H 3.88936 -1.58447 4.87770 0.05
H 2.49236 -1.17447 5.80070 0.07
H 2.39836 -2.14247 2.88570 0.14
H 1.05036 -4.08847 3.91870 0.13
H 1.57236 -3.31047 5.50970 0.11
H 3.20936 -5.07847 6.33670 0.13
H 3.97636 -6.18147 5.10570 0.04
H 2.45436 -6.25047 5.05970 0.05
H 0.26336 -2.03347 3.13070 0.00
H 0.62236 -0.49347 3.38170 0.12
C -1.00564 -5.46047 -0.02130 -0.02
C -0.74764 -3.91147 0.34370 -0.34
C -1.45364 -3.52147 1.70370 -0.22
O -2.79864 -3.75247 1.59770 -0.19
C -3.51064 -3.72847 2.82570 -0.07
N 0.71636 -3.62647 0.26470 0.06
H -1.87564 -5.71747 -0.03730 -0.06
H -0.60564 -6.09547 0.71970 0.05
H -0.41564 -5.77647 -1.11230 0.14
H -1.30564 -3.39247 -0.48530 0.11
H -1.16564 -2.39347 1.86770 0.13
H -1.19564 -4.08647 2.63470 0.13
H -4.53764 -3.80247 2.67170 0.07
H -3.58164 -2.68847 3.30370 0.14
H -3.38964 -4.54647 3.29770 0.02
H 0.79736 -2.69747 0.37270 -0.03
H 1.16436 -3.82647 -0.69030 0.10
C -4.15764 1.30353 1.40870 -0.02
C -3.13964 0.24353 0.84470 -0.36
C -3.91564 -1.05347 0.29270 -0.12
O -4.47664 -0.44747 -0.90130 -0.16
C -4.96664 -1.54247 -1.75430 -0.05
N -2.25364 0.79153 -0.07230 0.08
H -5.08264 1.38153 0.78770 0.09
H -3.76564 2.36653 1.49670 0.10
H -4.45164 0.99853 2.29270 0.00
H -2.54664 0.07653 1.66170 0.10
H -4.39464 -1.47047 0.94570 0.02
H -3.46364 -1.95047 0.08670 0.08
H -5.43764 -1.41847 -2.64630 0.05
H -5.77564 -2.00447 -1.10430 0.11
H -4.40564 -2.38447 -1.85530 0.04
H -2.73464 0.81053 -0.90330 0.05
H -1.54464 0.20453 -0.27730 0.00
C 0.25836 3.62453 2.79970 -0.06
C -0.32864 4.65553 1.78070 -0.38
C 0.36736 6.00053 1.86270 -0.25
O 0.31536 6.50453 3.14670 -0.18
C 0.94736 7.71753 3.27370 -0.13
N -0.39264 4.12753 0.33870 0.00
H 0.35036 4.06853 3.74370 0.03
H 1.18736 3.04553 2.46670 0.09
H -0.55864 2.75353 3.03270 0.12
H -1.38864 4.84053 2.01470 0.13
H 0.01436 6.77553 1.18670 0.12
H 1.35436 5.91853 1.62770 0.09
H 0.38536 8.46353 2.67470 0.10
H 2.08136 7.63853 3.02270 0.13
H 0.77636 8.00153 4.24270 0.05
H -1.19564 3.34053 0.35670 0.10
H 0.50836 3.77953 -0.09330 0.03
C 1.59536 -1.83147 -6.31730 -0.03
C 0.89036 -1.20347 -5.09730 -0.41
C 0.43236 -2.14047 -4.00430 -0.20
O -0.47064 -3.14947 -4.48530 -0.18
C -0.88164 -4.08247 -3.53130 -0.14
N 1.85736 -0.18147 -4.56130 0.02
H 2.49836 -2.41947 -5.99230 0.11
H 2.08336 -0.97847 -6.96630 0.12
H 0.99436 -2.35747 -6.81730 -0.01
H -0.02364 -0.60147 -5.24230 0.14
H -0.01864 -1.49947 -3.03030 0.17
H 1.45036 -2.57047 -3.65330 0.14
H -1.83664 -4.68447 -3.96430 0.13
H -1.33664 -3.55547 -2.67730 0.07
H -0.30464 -4.95947 -3.27630 0.06
H 2.54636 0.10953 -5.35030 0.12
H 2.56336 -0.80147 -4.38030 0.02
```